## P
{
  "formula": "C19H23NO4S",
  "method": "ωB97M-V/def2-TZVPD",
  "species": ["S", "O", "O", "O", "O", "N", "C", "C", "C", "C", "C", "C", "C", "C", "C", "C", "C", "C", "C", "C", "C", "C", "C", "C", "C", "H", "H", "H", "H", "H", "H", "H", "H", "H", "H", "H", "H", "H", "H", "H", "H", "H", "H", "H", "H", "H", "H", "H"],
  "coordinates": [[3.307, 0.319, -4.982], [3.230, -0.494, -6.210], [-1.420, -1.840, 5.000], [2.004, 1.349, -4.786], [4.546, 1.108, -4.920], [3.107, -0.612, -3.515], [-0.326, -0.530, -0.023], [0.183, 1.507, -3.213], [0.156, -1.564, 2.348], [0.288, 0.047, -1.263], [1.436, -0.548, -1.789], [-1.704, -0.969, 4.182], [-1.708, 1.611, -1.594], [-3.001, 0.537, 2.719], [0.749, -1.003, 1.013], [-1.321, 0.481, 0.607], [-2.399, 0.840, -0.452], [1.389, 0.919, -3.668], [1.975, -0.078, -2.943], [-0.371, 1.055, -2.030], [-0.822, -0.548, 2.954], [-1.915, -0.157, 1.875], [-3.103, -0.307, 4.030], [0.048, 0.697, 3.421], [4.207, -1.207, -2.781], [-3.207, 1.402, -0.008], [1.418, -0.173, 1.254], [-2.677, 1.553, 2.966], [-3.874, -1.107, 3.993], [-3.301, 0.317, 4.868], [5.035, -1.383, -3.482], [-2.754, -0.095, -0.883], [4.571, -0.544, -2.023], [-2.407, -1.068, 1.472], [0.911, 0.353, 3.959], [-0.311, 2.296, -3.789], [-0.819, 1.438, 0.813], [1.335, -1.798, 0.602], [-1.518, 2.608, -1.224], [1.867, -1.419, -1.311], [0.977, -1.793, 3.036], [-0.860, -1.409, -0.382], [0.376, 1.293, 2.548], [3.927, -2.179, -2.338], [-2.411, 1.644, -2.442], [-3.945, 0.571, 2.173], [-0.357, -2.481, 2.148], [-0.511, 1.361, 4.068]],
  "orbital_gap_ev": 8.99,
  "multiplicity": 1
}

***

## Q
{
  "formula": "C19H23NO4S",
  "method": "ωB97M-V/def2-TZVPD",
  "species": ["S", "O", "O", "O", "O", "N", "C", "C", "C", "C", "C", "C", "C", "C", "C", "C", "C", "C", "C", "C", "C", "C", "C", "C", "C", "H", "H", "H", "H", "H", "H", "H", "H", "H", "H", "H", "H", "H", "H", "H", "H", "H", "H", "H", "H", "H", "H", "H"],
  "coordinates": [[-3.344, -1.925, 0.909], [-1.004, -3.852, 0.797], [1.833, 2.447, -0.822], [-0.059, -2.879, -1.010], [3.244, -3.037, -1.697], [2.565, 0.235, 0.991], [1.790, 2.527, 0.582], [2.293, -1.762, 0.054], [0.742, 3.069, -1.448], [2.339, -2.838, -0.911], [-5.048, 0.438, 0.471], [1.180, 0.059, 3.088], [1.528, -1.710, 1.255], [2.933, -0.533, -0.066], [-3.547, 1.321, -1.295], [-3.043, 0.022, -0.751], [-1.938, -0.809, -0.973], [-4.992, 1.382, -0.752], [-0.990, -2.988, -0.049], [1.084, -3.722, -0.934], [-3.881, -0.451, 0.224], [-1.966, -1.913, -0.153], [1.716, -0.481, 1.809], [2.884, 1.625, 1.165], [3.831, -0.056, -1.145], [1.988, 0.312, 3.777], [1.950, 3.567, 0.910], [0.558, -0.698, 3.556], [0.576, 0.953, 2.932], [-5.677, 1.015, -1.516], [-1.151, -0.637, -1.684], [0.948, -2.504, 1.681], [0.803, 2.200, 0.944], [-3.517, 1.362, -2.384], [1.025, -4.344, -0.033], [3.452, 0.868, -1.579], [-5.288, 2.397, -0.494], [-2.946, 2.151, -0.912], [3.824, 1.844, 0.657], [-4.919, 0.988, 1.408], [3.897, -0.824, -1.910], [0.889, 2.950, -2.520], [0.695, 4.137, -1.201], [2.993, 1.841, 2.231], [-5.991, -0.105, 0.533], [1.108, -4.361, -1.821], [-0.204, 2.596, -1.155], [4.835, 0.124, -0.757]],
  "orbital_gap_ev": 8.33,
  "smiles": "COCCn1c(C)cc(C(=O)COC(=O)c2cc3c(s2)CCC3)c1C",
  "multiplicity": 1
}

***

Which structure loses on stability? P does.

***

## P
{
  "formula": "C6H8NO3S",
  "method": "ωB97M-V/def2-TZVPD",
  "species": ["S", "O", "O", "O", "N", "C", "C", "C", "C", "C", "C", "H", "H", "H", "H", "H", "H", "H", "H"],
  "coordinates": [[2.026, 2.308, -0.622], [-1.486, -1.877, -0.338], [-0.140, -3.682, 1.046], [0.912, -2.807, 2.845], [-0.318, -0.070, -0.837], [-0.124, 1.183, -0.926], [0.427, -2.656, 1.758], [0.420, -1.289, 1.107], [-0.619, -1.067, -0.037], [0.851, 1.715, -1.874], [-1.016, 2.187, -0.204], [0.148, -0.525, 1.911], [-0.810, -3.217, 0.408], [1.338, -1.081, 0.692], [0.477, 2.600, -2.372], [-0.188, 2.680, 0.286], [1.288, 0.845, -2.528], [-1.688, 1.863, 0.476], [-1.497, 2.889, -0.790]],
  "total_charge": -1,
  "orbital_gap_ev": 7.17,
  "smiles": "C/C(C[S-])=N\\C(=O)CC(=O)O",
  "multiplicity": 1
}

***

## Q
{
  "formula": "C6H8NO3S",
  "method": "ωB97M-V/def2-TZVPD",
  "species": ["S", "O", "O", "O", "N", "C", "C", "C", "C", "C", "C", "H", "H", "H", "H", "H", "H", "H", "H"],
  "coordinates": [[-2.074, 0.445, -0.973], [-2.609, 1.140, -2.128], [-2.237, 1.110, 0.309], [-2.333, -1.011, -0.945], [0.959, -1.426, -1.493], [-0.009, 2.153, -1.191], [0.263, -0.456, -1.299], [0.476, -1.252, 1.745], [-0.674, -1.452, 1.578], [1.880, -1.110, 2.189], [-0.242, 0.702, -1.277], [-0.031, 2.687, -2.267], [0.935, 2.439, -0.764], [-0.782, 2.623, -0.649], [2.136, -0.124, 2.780], [2.275, -1.873, 2.748], [1.136, -1.977, -0.663], [-1.491, -1.594, 1.014], [2.422, -1.024, 1.285]],
  "total_charge": -1,
  "orbital_gap_ev": 8.07,
  "multiplicity": 1
}

***

Which structure loses on stability? Q does.

***

## P
{
  "formula": "C24H63NO8",
  "method": "ωB97M-V/def2-TZVPD",
  "species": ["O", "O", "O", "O", "O", "O", "O", "O", "N", "C", "C", "C", "C", "C", "C", "C", "C", "C", "C", "C", "C", "C", "C", "C", "C", "C", "C", "C", "C", "C", "C", "C", "C", "H", "H", "H", "H", "H", "H", "H", "H", "H", "H", "H", "H", "H", "H", "H", "H", "H", "H", "H", "H", "H", "H", "H", "H", "H", "H", "H", "H", "H", "H", "H", "H", "H", "H", "H", "H", "H", "H", "H", "H", "H", "H", "H", "H", "H", "H", "H", "H", "H", "H", "H", "H", "H", "H", "H", "H", "H", "H", "H", "H", "H", "H", "H"],
  "coordinates": [[0.942, -2.050, -3.017], [-3.057, -3.543, -4.998], [-3.781, -1.131, -1.584], [-2.562, 0.573, 0.590], [0.497, -4.020, -1.003], [1.286, 1.738, -1.804], [-0.787, -0.486, -1.272], [5.380, 1.667, 1.723], [4.446, 2.049, 2.614], [3.682, 2.094, 5.000], [2.066, -2.664, 0.051], [-2.757, 0.096, 1.878], [2.154, 2.796, 3.245], [6.001, 1.889, 4.455], [-0.656, 2.867, -1.024], [0.328, 2.702, -2.101], [-2.847, -2.225, -5.447], [3.078, 2.275, 2.080], [3.146, 3.400, 1.074], [-1.383, 0.332, 2.531], [2.236, 2.051, 4.530], [4.656, 1.454, 4.018], [-2.517, -2.381, -7.007], [-3.214, -1.345, 1.930], [4.477, -0.105, 4.080], [-5.059, -0.618, -2.013], [2.568, 0.960, 1.407], [0.033, -3.451, 1.346], [-4.865, 0.876, -1.785], [-0.346, 2.229, -3.388], [-1.657, -1.711, -4.533], [-6.013, -1.379, -1.055], [1.052, -3.796, 0.248], [3.469, -0.469, 3.879], [-5.352, -0.960, -3.006], [-1.416, 2.094, -0.913], [-3.403, -2.910, -7.357], [-3.804, -1.753, -5.229], [2.495, 3.795, 3.516], [1.512, 1.055, 1.155], [-2.225, -4.018, -5.053], [1.912, 1.015, 4.427], [-4.267, -1.520, 1.710], [-3.692, -2.062, -1.798], [-3.423, 0.739, 2.454], [1.509, -1.812, -0.339], [0.540, -3.170, 2.269], [6.768, 1.501, 3.785], [-0.510, -2.590, 0.955], [3.786, 1.611, 5.972], [3.892, 3.132, 5.255], [-5.692, 1.508, -2.110], [3.475, 3.048, 0.096], [-1.582, -2.907, -7.198], [6.156, 1.412, 5.423], [1.578, -4.692, 0.578], [-0.722, -2.222, -4.764], [-4.049, 1.198, -2.432], [-0.905, 1.302, -3.263], [0.441, -1.281, -2.745], [-1.904, -1.773, -3.474], [0.318, 2.059, -4.235], [-5.722, -1.354, -0.005], [3.712, 4.272, 1.401], [3.243, 0.807, 0.565], [2.132, 3.751, 0.884], [-0.632, -4.294, 1.530], [2.697, -2.296, 0.860], [-0.635, 0.173, -0.596], [-3.126, 0.060, 0.006], [-0.306, -4.519, -0.840], [-1.188, 2.855, -3.684], [1.108, 2.834, 2.944], [-1.314, 3.710, -1.233], [-4.685, 1.101, -0.734], [-0.934, 1.316, 2.400], [-1.507, 0.019, 3.568], [5.792, 2.491, 1.452], [4.791, -0.488, 5.050], [-2.687, -1.419, -7.491], [2.638, 0.084, 2.053], [-6.020, -2.423, -1.368], [-1.468, -0.641, -4.615], [-0.800, -0.455, 2.053], [1.497, 2.607, 5.107], [0.839, 3.649, -2.272], [0.815, 0.902, -1.787], [5.034, -0.593, 3.280], [-3.020, -1.817, 2.893], [-2.666, -1.877, 1.153], [2.853, -2.852, -0.680], [0.951, -2.616, -2.245], [-1.734, -0.621, -1.267], [-7.034, -0.999, -1.107], [6.110, 2.972, 4.507], [-0.165, 3.186, -0.104]],
  "orbital_gap_ev": 8.10,
  "smiles": "CC1(C)CCCC(C)(C)N1O.CC(C)O.CC(C)O.CC(C)O.CC(C)O.CC(C)O.O.O",
  "multiplicity": 1
}

***

## Q
{
  "formula": "C24H63NO8",
  "method": "ωB97M-V/def2-TZVPD",
  "species": ["O", "O", "O", "O", "O", "O", "O", "O", "N", "C", "C", "C", "C", "C", "C", "C", "C", "C", "C", "C", "C", "C", "C", "C", "C", "C", "C", "C", "C", "C", "C", "C", "C", "H", "H", "H", "H", "H", "H", "H", "H", "H", "H", "H", "H", "H", "H", "H", "H", "H", "H", "H", "H", "H", "H", "H", "H", "H", "H", "H", "H", "H", "H", "H", "H", "H", "H", "H", "H", "H", "H", "H", "H", "H", "H", "H", "H", "H", "H", "H", "H", "H", "H", "H", "H", "H", "H", "H", "H", "H", "H", "H", "H", "H", "H", "H"],
  "coordinates": [[-2.785, 2.960, -2.367], [-3.356, -4.050, 5.501], [3.331, -4.968, 1.683], [1.543, 4.101, 8.281], [-0.148, -0.207, -0.432], [-1.253, -1.845, 8.445], [-0.105, 4.252, -9.284], [1.229, -0.819, -7.206], [1.274, 0.652, -9.767], [0.777, -0.676, -9.597], [-2.938, 1.818, -4.456], [-0.160, -0.006, 1.898], [0.230, -1.043, -8.171], [-1.427, 3.800, -4.267], [-0.439, -0.693, 8.345], [3.030, 5.684, 7.743], [0.792, -1.343, -5.922], [-1.164, 0.195, 7.400], [-4.810, -4.182, 3.761], [0.661, -0.391, 0.607], [-2.714, 3.160, -3.760], [-4.505, -3.329, 5.022], [-5.540, -3.226, 6.067], [2.518, 3.835, 6.120], [1.872, 0.501, 0.524], [1.942, 4.827, 7.144], [3.590, -5.943, 0.648], [0.892, 3.268, -9.546], [0.873, -1.136, 7.839], [0.256, 5.615, -9.556], [2.419, -6.923, 0.561], [3.967, -5.114, -0.600], [0.400, 1.822, -9.543], [-4.634, -5.240, 3.958], [2.510, -5.216, 2.115], [1.481, -6.524, 0.176], [0.054, 1.872, -8.510], [-0.555, 1.099, 7.390], [3.026, 3.040, 6.666], [-0.706, -0.502, -8.035], [0.013, -0.896, -10.342], [0.926, -1.448, 0.631], [-1.258, -0.188, 6.383], [1.800, 3.267, 5.528], [0.563, -2.406, -5.996], [4.172, -5.774, -1.443], [-5.817, -4.161, 6.556], [-0.478, 0.687, -0.547], [1.445, -1.167, -5.067], [3.605, 5.120, 8.478], [3.215, 4.172, 5.352], [-3.472, 2.356, -2.078], [4.368, -6.541, 1.123], [0.055, -2.099, -8.377], [3.233, -4.397, -0.967], [-3.843, 1.361, -4.055], [-5.831, -3.904, 3.501], [2.202, -7.232, 1.584], [-0.570, -0.930, 2.306], [-0.246, -1.062, -5.746], [-1.479, -2.012, 7.527], [2.560, 6.466, 8.339], [-3.514, 3.847, -4.031], [1.525, -1.438, -9.816], [-2.148, 0.333, 7.847], [-5.149, -2.611, 6.878], [-2.055, 1.195, -4.314], [-1.652, 4.183, -5.262], [1.321, -1.804, 8.574], [0.939, 5.948, -8.774], [2.361, 0.281, -0.424], [1.375, 3.463, -10.503], [-4.220, -2.306, 4.778], [2.535, 0.245, 1.350], [-0.957, 0.737, 1.932], [-0.321, -0.247, 9.332], [1.752, 1.582, 0.592], [-4.066, -4.014, 2.983], [1.120, 5.405, 6.721], [-6.409, -2.696, 5.678], [-2.866, 2.016, -5.526], [0.794, -1.660, 6.886], [4.926, -4.608, -0.490], [1.627, 3.326, -8.744], [2.660, -7.887, 0.111], [0.690, 5.709, -10.552], [-0.550, 3.153, -4.295], [-3.215, -4.884, 5.045], [0.527, 0.374, 2.655], [1.875, 0.650, -8.955], [-0.556, 6.323, -9.389], [-1.268, 4.770, -3.796], [-0.522, 1.758, -10.121], [3.729, 6.179, 7.070], [1.598, -0.329, 7.944], [1.523, 4.672, 9.052]],
  "orbital_gap_ev": 9.20,
  "smiles": "COCCNCCOC.CC(C)O.CC(C)O.CC(C)O.CC(C)O.CC(C)O.CC(C)O",
  "multiplicity": 1
}

***

Which structure loses on stability? Q does.

***

## P
{
  "formula": "C3H4I2",
  "method": "ωB97M-V/def2-TZVPD",
  "species": ["I", "I", "C", "C", "C", "H", "H", "H", "H"],
  "coordinates": [[-2.733, 1.847, -0.167], [-0.537, -0.129, 2.320], [-0.946, 0.816, -0.526], [1.023, -0.692, -0.047], [-0.141, 0.092, 0.246], [-0.484, 0.842, -1.520], [1.474, -0.331, -1.020], [1.695, -0.701, 0.858], [0.649, -1.744, -0.143]],
  "orbital_gap_ev": 9.14,
  "multiplicity": 1
}

***

## Q
{
  "formula": "C3H4I2",
  "method": "ωB97M-V/def2-TZVPD",
  "species": ["I", "I", "C", "C", "C", "H", "H", "H", "H"],
  "coordinates": [[-3.033, -1.166, -0.038], [3.290, -0.270, 0.571], [1.443, 0.267, -0.141], [-1.136, 0.053, -0.256], [0.284, -0.263, 0.269], [-1.092, 0.481, -1.226], [-1.301, 0.801, 0.514], [0.178, -0.745, 1.254], [1.368, 0.841, -0.948]],
  "orbital_gap_ev": 8.65,
  "smiles": "I/C=C/CI",
  "multiplicity": 1
}

***

Which structure loses on stability? Q does.